[1]
C3H8BIS | ωB97M-V/def2-TZVPD

Output
**Max |F|**: 0.1212 hartree/bohr
**Orbital gap**: 8.1 eV
**Energy**: -22852.5250 eV
**Lowest unoccupied orbital energy**: -0.0130 hartree

Geometry (Å):
C1 1.073 0.472 -0.991
B1 0.307 -0.008 0.282
C2 1.203 0.032 1.551
C3 -1.243 -0.529 0.135
S1 -2.231 0.733 -0.851
I1 -3.936 -0.508 -1.838
H1 0.608 1.455 -1.383
H2 0.877 -0.148 -1.915
H3 2.042 0.489 -0.792
H4 0.734 0.037 2.506
H5 1.758 1.045 1.502
H6 1.936 -0.831 1.437
H7 -1.279 -1.385 -0.657
H8 -1.848 -0.855 1.015

=====

[2]
C3H8BNO | ωB97M-V/def2-TZVPD

Output
**Max |F|**: 0.0531 hartree/bohr
**Orbital gap (spin up / spin down)**: 9.1 / 7.6 eV
**Energy**: -7452.0901 eV
**Lowest unoccupied orbital energy (spin up / spin down)**: -0.0162 / -0.0736 hartree

Geometry (Å):
B1 -1.171 -0.047 0.356
C1 0.284 0.453 -0.432
C2 1.158 1.176 0.579
C3 -1.519 -1.491 -0.291
N1 0.823 2.474 0.813
O1 -1.712 0.651 1.213
H1 0.802 -0.386 -0.891
H2 -0.089 1.138 -1.187
H3 1.411 0.532 1.437
H4 2.047 1.241 -0.090
H5 -2.601 -1.566 -0.357
H6 -1.165 -2.245 0.406
H7 -1.087 -1.674 -1.267
H8 0.846 2.733 1.795

=====

[3]
C3H8BeN3O6 | ωB97M-V/def2-TZVPD

Output
**Max |F|**: 0.0361 hartree/bohr
**Total charge**: +1
**Orbital gap (spin up / spin down)**: 5.8 / 7.9 eV
**Energy**: -20389.7448 eV
**Lowest unoccupied orbital energy (spin up / spin down)**: -0.2176 / -0.1252 hartree

Geometry (Å):
Be1 0.089 0.370 -0.559
N1 -1.185 -0.861 -2.983
N2 0.047 -1.023 -3.465
C1 1.256 -0.722 -2.681
O1 2.285 -0.883 -3.255
O2 1.072 -0.351 -1.443
H1 -1.461 -1.511 -2.250
H2 -1.915 -0.670 -3.661
H3 0.179 -0.873 -4.456
O3 -1.084 1.214 -1.386
O4 -2.131 1.368 -0.628
N3 0.804 0.997 3.488
C2 -0.056 -0.107 2.962
C3 -0.087 0.059 1.441
O5 -0.696 -0.698 0.686
O6 0.582 1.034 0.968
H4 0.307 1.637 4.106
H5 1.075 1.498 2.598
H6 1.638 0.658 3.966
H7 -1.071 -0.048 3.351
H8 0.350 -1.088 3.199

=====

[4]
C3H8Br2N | ωB97M-V/def2-TZVPD

Output
**Max |F|**: 0.0867 hartree/bohr
**Total charge**: +1
**Orbital gap (spin up / spin down)**: 8.6 / 8.6 eV
**Energy**: -144805.3458 eV
**Lowest unoccupied orbital energy (spin up / spin down)**: -0.1693 / -0.1693 hartree

Geometry (Å):
C1 0.716 0.263 -1.990
C2 -0.949 0.199 0.741
C3 1.045 0.336 -0.520
N1 -0.962 -0.816 1.802
Br1 1.729 -1.077 0.303
Br2 1.833 2.189 -0.093
H1 1.676 0.497 -2.657
H2 0.302 -0.720 -2.311
H3 -0.034 1.007 -2.289
H4 -0.873 1.149 1.126
H5 -1.685 0.076 -0.138
H6 -0.794 -0.327 2.612
H7 -0.148 -1.406 1.465
H8 -1.855 -1.368 1.949

=====

[5]
C3H8BrClSi | ωB97M-V/def2-TZVPD

Output
**Max |F|**: 0.0644 hartree/bohr
**Orbital gap**: 10.6 eV
**Energy**: -93685.7834 eV
**Lowest unoccupied orbital energy**: 0.0231 hartree

Geometry (Å):
C1 1.393 1.115 0.385
C2 1.329 -0.342 0.065
Si1 -0.494 -0.879 -0.410
C3 -1.993 0.206 0.026
Cl1 -0.689 -1.342 -2.416
Br1 -0.677 -2.883 0.960
H1 1.054 1.597 -0.552
H2 0.692 1.622 1.049
H3 2.314 1.517 0.691
H4 1.753 -1.051 0.804
H5 1.823 -0.690 -0.886
H6 -2.629 0.251 -0.793
H7 -2.454 -0.265 0.884
H8 -1.422 1.143 0.193

=====

[6]
C3H8BrClSi | ωB97M-V/def2-TZVPD

Output
**Max |F|**: 0.0367 hartree/bohr
**Multiplicity**: 3
**Orbital gap (spin up / spin down)**: 7.1 / 8.0 eV
**Energy**: -93679.5604 eV
**Lowest unoccupied orbital energy (spin up / spin down)**: 0.0278 / -0.0883 hartree

Geometry (Å):
C1 1.163 0.017 0.386
C2 -1.021 1.220 0.602
C3 -0.322 -0.121 0.637
Si1 -1.116 -1.501 -0.392
Cl1 -0.551 -0.847 2.319
Br1 -3.307 -1.443 -0.234
H1 1.676 -0.934 0.516
H2 1.323 0.356 -0.637
H3 1.606 0.744 1.066
H4 -2.090 1.126 0.781
H5 -0.606 1.887 1.358
H6 -0.874 1.675 -0.377
H7 -0.852 -1.042 -2.655
H8 -0.625 -2.830 -0.112